ORCA calculation (ωB97M-V/def2-TZVPD) on a cluster of 7 separate species, C23H48NO32P3S7 in total in a non-equilibrium geometry.

```
114
Properties=species:S:1:pos:R:3:forces:R:3:mulliken_charge:R:1
C 5.4381 -1.7021 -1.4974 -0.990 -0.797 -0.295 -1.3774
C 4.1259 -1.8623 -2.3734 2.367 -0.317 0.172 0.3648
O 3.1947 -2.6129 -1.6013 -0.362 0.265 -0.328 -0.5649
C 3.6831 -0.4841 -2.9166 -0.317 -0.464 0.343 -1.6537
C 2.2178 0.0207 -2.7194 0.559 0.693 -1.244 1.0792
C 1.6003 0.1174 -4.1566 -0.033 -0.114 -1.315 -1.6496
C 1.2425 -1.3137 -4.7327 0.260 0.658 0.409 -0.9014
C -0.2786 -1.6521 -4.6629 0.669 -0.761 0.665 -0.4716
C -0.6534 -2.8391 -3.7305 -0.888 -0.437 -0.309 -0.8899
O 0.3858 -3.8274 -3.5879 -0.092 0.453 0.368 -0.5661
N 1.2083 -0.7021 -1.9574 -0.411 -0.552 0.619 0.6976
C 0.1020 0.0849 -1.6762 4.461 1.500 -0.242 -0.2706
O -1.0035 -0.2421 -1.4762 -2.777 -0.746 0.578 -0.6239
C 0.6976 1.5447 -1.7216 -1.059 0.234 -0.552 -1.3569
C 2.2545 1.3478 -1.8464 -2.180 1.083 0.538 1.2481
P 3.0002 0.9529 -0.1455 1.161 -0.976 -0.117 -0.1758
P 1.4577 0.6468 1.3495 -0.984 -0.132 1.961 1.2817
O 0.7738 -0.6484 1.2352 -0.253 -0.164 -0.911 -0.6533
O 2.2694 0.5935 2.7623 0.044 0.964 -1.058 -0.5086
O 0.4242 1.8870 1.5372 2.512 0.447 -2.832 -0.5884
P 2.9163 2.9261 -2.5378 0.430 1.273 -1.160 0.2068
O 1.7145 4.0415 -2.4019 0.866 -0.832 0.540 -0.4189
O 4.1337 3.5780 -1.6412 -1.247 -1.044 -0.069 -0.5635
S 3.5061 2.9251 -4.3767 0.046 -0.402 -0.197 -0.3431
H 6.0736 -0.8669 -1.8260 -0.184 -0.320 0.233 0.3152
H 5.0861 -1.6132 -0.4550 0.416 0.376 -0.369 0.2737
H 5.9914 -2.6570 -1.5795 0.012 0.516 0.125 0.4452
H 4.4513 -2.4975 -3.2274 -0.511 0.449 0.166 0.4877
H 3.5853 -3.4917 -1.5058 -0.179 0.201 0.029 0.3763
H 3.8981 -0.4701 -4.0000 -0.237 -0.103 0.508 0.4178
H 4.3676 0.2859 -2.5107 -0.402 -0.429 0.001 0.4803
H 2.2829 0.5536 -4.9035 -0.143 0.136 0.720 0.4500
H 0.6680 0.7050 -4.2180 0.451 -0.041 0.284 0.2874
H 1.5458 -1.3519 -5.7955 -0.043 0.100 0.529 0.5843
H 1.8992 -2.0286 -4.2037 -0.586 -0.129 -0.326 0.5604
H -0.8224 -0.7709 -4.2853 0.001 -0.403 -0.451 0.2255
H -0.6113 -1.9167 -5.6789 -0.011 0.312 0.486 0.4733
H -1.5212 -3.3532 -4.2005 0.340 0.320 0.284 0.3829
H -1.0080 -2.5299 -2.7281 0.359 0.214 -0.471 0.2701
H 0.3482 -4.0996 -2.6628 0.187 -0.131 -0.302 0.3291
H 1.0804 -1.6980 -2.0945 0.204 0.158 0.008 0.3344
H 0.2443 1.9567 -2.6494 0.534 -0.197 0.280 0.5314
H 0.3439 2.2702 -0.9763 0.275 -0.652 0.136 0.1034
H 3.7180 2.0901 0.3296 -0.790 0.040 -0.272 0.1031
H 2.1401 -0.3013 3.1131 -0.021 0.181 -0.187 0.2580
H -0.3944 1.7161 1.0449 0.169 -0.145 0.255 0.3408
H 1.4150 4.1808 -3.3169 0.091 0.150 0.208 0.2864
H 4.9395 3.1773 -2.0134 -0.060 0.357 0.128 0.4310
O 5.2895 -0.9871 2.6654 0.120 0.043 -0.221 -0.3356
S 6.0458 -1.8492 3.4971 -0.296 -0.308 0.322 0.9848
O 7.4610 -1.8296 3.5260 0.055 0.204 -0.050 -0.5721
O 5.5507 -3.3609 3.2360 -0.191 0.455 0.087 -0.3000
C 5.0900 -3.9398 4.4596 0.246 -0.268 0.384 -0.3202
C 4.5839 -2.7711 5.2800 -0.516 -0.017 -0.159 -0.2458
O 5.5039 -1.7110 5.0082 0.392 -0.309 -0.230 -0.3212
H 5.9370 -4.4289 4.9464 -0.043 0.001 0.028 0.2832
H 4.3124 -4.6747 4.2629 0.033 0.090 -0.232 0.3161
H 4.5554 -2.9901 6.3447 0.195 0.180 0.001 0.3235
H 3.5920 -2.4534 4.9481 -0.013 -0.074 0.036 0.1732
O -1.5613 -0.8575 4.0927 0.245 0.005 0.101 -0.5638
S -1.7234 0.4781 3.6302 -0.665 0.304 0.090 1.1456
O -0.6221 1.2849 3.2289 -1.605 -1.173 2.411 -0.4364
O -2.5997 1.2817 4.7164 0.081 -0.535 -0.284 -0.3427
C -3.7841 1.8051 4.0974 -0.064 0.501 -0.313 -0.3344
C -4.0930 0.8439 2.9671 -0.266 -0.313 0.365 -0.2377
O -2.8040 0.4827 2.4413 0.497 0.399 0.202 -0.2701
H -3.5577 2.8047 3.7172 0.008 -0.033 -0.025 0.2553
H -4.5909 1.8681 4.8169 0.190 -0.125 0.134 0.3015
H -4.7128 1.2916 2.1951 0.225 -0.039 -0.135 0.3831
H -4.5723 -0.0625 3.3341 -0.015 0.061 -0.017 0.1785
O -2.3039 6.5875 -2.8392 -0.094 0.190 -0.134 -0.5303
S -1.9918 7.2133 -1.6056 0.462 -0.289 0.308 1.0820
O -2.7155 8.3266 -1.1143 -0.221 -0.019 -0.102 -0.5353
O -0.4213 7.5716 -1.6099 -0.351 -0.376 -0.129 -0.3295
C 0.2255 6.9362 -0.5023 0.126 0.142 0.529 -0.3659
C -0.5904 5.6902 -0.2370 0.327 -0.454 -0.278 -0.0404
O -1.9489 6.0870 -0.4554 0.050 0.602 -0.023 -0.3207
H 0.1950 7.6197 0.3496 0.007 -0.034 0.000 0.3254
H 1.2611 6.7078 -0.7455 -0.088 0.055 -0.238 0.2893
H -0.4588 5.3144 0.7754 -0.243 0.073 0.020 0.3799
H -0.3492 4.9004 -0.9525 0.094 0.018 0.046 0.0370
O -1.0957 0.7104 -6.3780 -0.006 -0.152 0.135 -0.5368
S -0.2949 0.4180 -7.5094 0.272 0.658 -0.420 1.1657
O -0.0628 -0.9042 -7.9619 -0.229 -0.122 0.064 -0.5791
O 1.1240 1.1566 -7.3222 -0.516 0.042 0.064 -0.2468
C 1.3569 2.0479 -8.4165 0.237 -0.024 -0.495 -0.3263
C -0.0231 2.4733 -8.8743 -0.027 0.478 0.319 -0.4406
O -0.8267 1.2953 -8.7498 0.412 -0.405 0.051 -0.3355
H 1.8830 1.4971 -9.1997 -0.014 0.038 -0.007 0.2746
H 1.9654 2.8911 -8.0966 -0.033 -0.120 0.240 0.3348
H -0.0292 2.8346 -9.8998 -0.138 -0.235 -0.038 0.3267
H -0.4407 3.2397 -8.2167 0.052 0.024 -0.034 0.2967
O -6.4725 0.7665 4.3825 -0.449 0.374 0.003 -0.4666
S -7.3044 0.3498 5.4589 0.164 -0.822 0.532 1.0012
O -8.6223 0.8315 5.6359 -0.043 0.162 -0.325 -0.5814
O -6.4847 0.5582 6.8263 0.069 0.000 -0.535 -0.3285
C -6.3579 -0.6938 7.5127 -0.322 -0.344 0.333 -0.3014
C -6.3700 -1.7356 6.4158 0.452 0.113 0.038 -0.1738
O -7.3304 -1.2518 5.4621 -0.301 0.542 0.337 -0.2939
H -7.2130 -0.8076 8.1828 0.017 0.011 -0.018 0.2884
H -5.4389 -0.7176 8.0938 0.039 0.222 -0.136 0.3145
H -6.6526 -2.7180 6.7768 -0.198 0.052 -0.187 0.3625
H -5.4020 -1.7969 5.9203 -0.023 -0.015 0.058 0.1597
O -4.8040 -4.0395 6.2016 -0.071 -0.424 0.162 -0.5739
S -4.7903 -4.8136 5.0096 0.822 -0.079 -0.573 1.1478
O -5.9405 -5.4835 4.5298 -0.258 0.153 0.188 -0.5657
O -3.5736 -5.8602 5.1046 -0.161 0.519 0.124 -0.3180
C -2.6763 -5.6613 4.0038 0.000 -0.141 -0.564 -0.3344
C -2.8050 -4.1925 3.6536 0.583 0.171 0.352 -0.2581
O -4.1983 -3.9036 3.8250 -0.337 -0.505 0.133 -0.2928
H -3.0032 -6.2978 3.1785 0.024 0.016 0.011 0.3085
H -1.6615 -5.9305 4.2876 -0.121 -0.023 0.236 0.3039
H -2.4902 -3.9754 2.6360 -0.268 0.079 -0.022 0.3366
H -2.2405 -3.5656 4.3477 0.032 0.008 -0.086 0.2268
```
Forces are in eV/Å.

Properties
- structure (SMILES) = C[C@@H](O)C[C@@]1(CCCCO)NC(=O)C[C@]1(PP(=O)(O)O)P(O)(O)=S.O=S1(=O)OCCO1.O=S1(=O)OCCO1.O=S1(=O)OCCO1.O=S1(=O)OCCO1.O=S1(=O)OCCO1.O=S1(=O)OCCO1
- calculated total energy (Eh) = -7178.9564
- total charge = 0
- E_LUMO (eV) = 0.0